# C10H16NO

A structure of composition C10H16NO at a distorted geometry (ωB97M-V/def2-TZVPD, the OMol25 dataset).

## Properties
HOMO-LUMO gap (spin up / spin down) in eV: 8.17 / 8.17
E in eV: -14155.3162
Relative energy (zero: lowest compared OMol25 entry of this formula, charge and spin) in kJ/mol: 332.0
Charge: +1
HOMO (spin up / spin down) in eV: -14.159 / -14.160

Geometry as XYZ:
```
28
Properties=species:S:1:pos:R:3:forces:R:3
C 1.8343 1.7076 1.1228 1.8982 -0.6289 -1.8278
C 2.5152 1.7348 -0.0956 0.6340 1.5885 2.7287
C 0.5851 0.9700 1.3913 0.8960 -1.5890 1.0370
C 0.3386 -2.4149 -1.6009 -0.8285 -0.4328 -1.0890
C 1.5542 -1.8887 -2.1967 2.4779 -0.7697 1.0970
C 1.0006 -1.2656 -0.9448 0.2940 1.0839 0.1547
C -0.2896 0.8148 0.1467 -0.0984 0.0825 0.3016
C 0.4827 0.0919 -0.9730 0.3404 2.3029 0.0437
C -2.6213 1.1359 1.1032 -0.9171 -0.7390 2.2491
C -1.6281 0.1480 0.5014 0.1810 0.3293 0.6851
N 1.9528 1.1905 -1.1827 -1.7456 -2.6812 -1.2352
O 2.4879 1.1458 -2.2523 -0.0950 0.3898 0.3305
H 2.4611 2.1334 1.9044 -0.5686 0.0051 0.3052
H 3.5308 2.2091 -0.1820 -1.2537 -0.5164 -0.1783
H 0.9889 -0.0983 1.8671 -1.1289 2.4549 -1.1326
H 0.0313 1.4706 2.1924 0.1143 -0.2538 0.0032
H -0.4510 -2.2915 -2.3181 -1.0446 -0.2170 0.7072
H 0.4564 -3.2474 -0.9140 -0.5688 -0.4098 -0.8581
H 2.4697 -2.4752 -2.1616 -0.0574 0.1766 0.5020
H 1.6444 -1.1969 -2.9694 -0.8459 0.6433 -1.7256
H 1.4647 -1.6203 -0.0929 0.8549 -0.1069 1.9889
H -0.6062 1.8601 -0.1160 0.7944 -0.8115 -0.5081
H 0.0298 0.2857 -1.9227 -0.2183 0.2915 -0.6864
H -2.0901 1.7412 1.8536 -0.5245 -0.3588 0.3765
H -3.5707 0.6272 1.5466 1.9927 0.6535 -0.3889
H -3.0625 1.8860 0.4937 0.0346 0.3937 -1.4318
H -2.1126 -0.2456 -0.3373 -0.3705 -0.8626 -1.6318
H -1.4139 -0.6895 1.1652 -0.2466 -0.0182 0.1831
```
Forces are in eV/Å.